{
  "formula": "C52H128F12N8O28S4",
  "method": "ωB97M-V with the def2-TZVPD basis set",
  "relative_energy_ev": 0.000,
  "lumo_ev": -5.620,
  "homo_energy_ev": -15.41,
  "gap_ev": 9.79,
  "charge": 4,
  "energy_ha": -7392.5920,
  "species": ["C", "O", "C", "C", "N", "H", "H", "C", "C", "O", "C", "H", "H", "H", "H", "H", "H", "H", "H", "H", "H", "H", "H", "H", "H", "C", "O", "C", "C", "N", "H", "H", "C", "C", "O", "C", "H", "H", "H", "H", "H", "H", "H", "H", "H", "H", "H", "H", "H", "H", "C", "O", "C", "C", "N", "H", "H", "C", "C", "O", "C", "H", "H", "H", "H", "H", "H", "H", "H", "H", "H", "H", "H", "H", "H", "C", "O", "C", "C", "N", "H", "H", "C", "C", "O", "C", "H", "H", "H", "H", "H", "H", "H", "H", "H", "H", "H", "H", "H", "H", "C", "O", "C", "C", "N", "H", "H", "C", "C", "O", "C", "H", "H", "H", "H", "H", "H", "H", "H", "H", "H", "H", "H", "H", "H", "C", "O", "C", "C", "N", "H", "H", "C", "C", "O", "C", "H", "H", "H", "H", "H", "H", "H", "H", "H", "H", "H", "H", "H", "H", "C", "O", "C", "C", "N", "H", "H", "C", "C", "O", "C", "H", "H", "H", "H", "H", "H", "H", "H", "H", "H", "H", "H", "H", "H", "C", "O", "C", "C", "N", "H", "H", "C", "C", "O", "C", "H", "H", "H", "H", "H", "H", "H", "H", "H", "H", "H", "H", "H", "H", "C", "F", "F", "F", "S", "O", "O", "O", "C", "F", "F", "F", "S", "O", "O", "O", "C", "F", "F", "F", "S", "O", "O", "O", "C", "F", "F", "F", "S", "O", "O", "O"],
  "positions_angstrom": [[24.08812, 23.61532, 11.92343], [24.03370, 23.02183, 13.16900], [25.20487, 22.95821, 13.90597], [24.80679, 22.42258, 15.21844], [24.37302, 21.01602, 14.92160], [23.62206, 21.05516, 14.21175], [25.17643, 20.56634, 14.49019], [23.88800, 20.12787, 16.00575], [23.31104, 18.80763, 15.57877], [22.28693, 19.21902, 14.63863], [21.61710, 17.99756, 14.14684], [24.50598, 22.97204, 11.16855], [24.74532, 24.48935, 11.99359], [23.06684, 23.95562, 11.72549], [25.63476, 23.94443, 13.97425], [25.94630, 22.26953, 13.47351], [23.98736, 23.04524, 15.53264], [25.59103, 22.48070, 16.01705], [23.03015, 20.58542, 16.49518], [24.74256, 19.92384, 16.60821], [22.77139, 18.26965, 16.40826], [24.01368, 18.14685, 15.10174], [20.81373, 18.31658, 13.49070], [21.15836, 17.39622, 14.96904], [22.40672, 17.33727, 13.66358], [21.86881, 7.95704, 12.34604], [20.69938, 8.84389, 12.21260], [19.46146, 8.30849, 12.46348], [18.42534, 9.45902, 12.37882], [18.87006, 10.50278, 13.43227], [19.92912, 10.50741, 13.33248], [18.42517, 11.41270, 13.23516], [18.62373, 10.05772, 14.87632], [17.20065, 10.15211, 15.38536], [16.87853, 11.56826, 15.54816], [15.51893, 11.72908, 15.98020], [21.54545, 6.97105, 12.01007], [22.13555, 7.87259, 13.35557], [22.60377, 8.36399, 11.71400], [19.51513, 7.94996, 13.54565], [19.11934, 7.47021, 11.86139], [17.43495, 9.10876, 12.61335], [18.46707, 9.92939, 11.37162], [19.26332, 10.75800, 15.47174], [19.11504, 9.08468, 15.04086], [17.10805, 9.62023, 16.33121], [16.42941, 9.72191, 14.69272], [15.30660, 12.79289, 15.92452], [15.53973, 11.33558, 17.02736], [14.79476, 11.06915, 15.50363], [12.46850, 17.34859, 13.45636], [12.61685, 15.97514, 13.04938], [12.03983, 15.08888, 14.01472], [12.29146, 13.69903, 13.51155], [11.97217, 13.58202, 12.01013], [10.95931, 13.67285, 11.88156], [12.36229, 14.43559, 11.64679], [12.40867, 12.34348, 11.36684], [11.42534, 11.21981, 11.75687], [10.19342, 11.86947, 11.62015], [9.20452, 10.93127, 11.40054], [13.21822, 17.95866, 12.98473], [12.73552, 17.41750, 14.54065], [11.54070, 17.81213, 13.19682], [10.94383, 15.19108, 13.86996], [12.31547, 15.24580, 15.08461], [11.65961, 12.99919, 14.09480], [13.34418, 13.45302, 13.53530], [13.42260, 12.22885, 11.65631], [12.44815, 12.52432, 10.22157], [11.55948, 10.94890, 12.78132], [11.54542, 10.24740, 11.14842], [8.26930, 11.44089, 11.10854], [8.93668, 10.33239, 12.29094], [9.51543, 10.25857, 10.59595], [13.34998, 16.47665, 24.83846], [13.71941, 15.30502, 25.57786], [14.14536, 14.31507, 24.70296], [14.62754, 13.06636, 25.45372], [13.54642, 12.81575, 26.47411], [13.93868, 12.14086, 27.18485], [13.45172, 13.74611, 26.90304], [12.16527, 12.34512, 26.09776], [12.10324, 11.21098, 25.09332], [12.41269, 11.62141, 23.82258], [12.60946, 10.48406, 22.90801], [13.03911, 17.29393, 25.47381], [12.54907, 16.32067, 24.09186], [14.19003, 16.86875, 24.25599], [14.94152, 14.69118, 24.07501], [13.33567, 14.01348, 24.04756], [15.54236, 13.27773, 26.05316], [14.78736, 12.22428, 24.78041], [11.64840, 13.24747, 25.70788], [11.65219, 12.07801, 27.02860], [11.08212, 10.72862, 25.24373], [12.77257, 10.45468, 25.56361], [12.88923, 10.81398, 21.86979], [11.72295, 9.86364, 22.80148], [13.44730, 9.91994, 23.35947], [12.89823, 20.40557, 16.82602], [14.15258, 20.04889, 17.44653], [14.27611, 20.57260, 18.75135], [15.69142, 20.28822, 19.21738], [16.02617, 18.90366, 19.39600], [15.96214, 18.41246, 18.46656], [17.00508, 18.76765, 19.66199], [15.31326, 18.12909, 20.44734], [16.14039, 16.92166, 20.85204], [17.35670, 17.38302, 21.36366], [18.48452, 16.75090, 20.64766], [12.12986, 20.20403, 17.53003], [12.80536, 19.73993, 15.96214], [12.79029, 21.46354, 16.51394], [13.51560, 20.19423, 19.39465], [14.15996, 21.65525, 18.86985], [15.98008, 20.88072, 20.12490], [16.26105, 20.76195, 18.36847], [14.38506, 17.72109, 20.02985], [15.05609, 18.83265, 21.35735], [16.31088, 16.26356, 19.95260], [15.52385, 16.39328, 21.61589], [18.85109, 17.47273, 19.87653], [18.07747, 15.81691, 20.25024], [19.19496, 16.40493, 21.36364], [24.50483, 12.35588, 18.15608], [25.65316, 11.59382, 17.71539], [26.67850, 12.35028, 17.10150], [27.73244, 11.26020, 16.81836], [27.76972, 10.37533, 18.01964], [27.99452, 10.75474, 18.95344], [26.75194, 10.22288, 18.06880], [28.62188, 9.11736, 18.00098], [28.71527, 8.47440, 19.36394], [29.04215, 9.56274, 20.18977], [29.71792, 9.29778, 21.39530], [23.71519, 11.60166, 18.41827], [24.20314, 13.00389, 17.26983], [24.77072, 12.97160, 19.00252], [27.12517, 13.08989, 17.75216], [26.35968, 12.73406, 16.15758], [28.76375, 11.63797, 16.69180], [27.46140, 10.65640, 15.91844], [29.62130, 9.38939, 17.64881], [28.15983, 8.39932, 17.25888], [29.48760, 7.67034, 19.34947], [27.75693, 8.00090, 19.63584], [29.14828, 8.63199, 22.02562], [29.76138, 10.26902, 21.93765], [30.75708, 8.96760, 21.21336], [19.45962, 13.81801, 17.76929], [19.27286, 15.06070, 16.98517], [18.97133, 14.72289, 15.63202], [18.42281, 15.91680, 14.89663], [17.35239, 16.60606, 15.60612], [16.51788, 15.96644, 15.72680], [17.68119, 16.90013, 16.54877], [16.77264, 17.85266, 14.98628], [16.06078, 17.74048, 13.66572], [16.93198, 17.72107, 12.59834], [16.21891, 17.96425, 11.43178], [18.44016, 13.40022, 17.89902], [19.94742, 13.99500, 18.68713], [20.02088, 13.09735, 17.15701], [18.32943, 13.89567, 15.62144], [19.87625, 14.54255, 15.02507], [18.06750, 15.76885, 13.95451], [19.25556, 16.61136, 14.88318], [17.59708, 18.56301, 14.90315], [16.12254, 18.28105, 15.75891], [15.40641, 18.60534, 13.57952], [15.46892, 16.80731, 13.81736], [15.80105, 19.03198, 11.35902], [15.34092, 17.23870, 11.40670], [16.89449, 17.89341, 10.50738], [20.17553, 8.00388, 8.13762], [20.40452, 9.14075, 8.96892], [21.69709, 9.56895, 9.25136], [21.90892, 11.07282, 8.99994], [21.17175, 11.90348, 9.93117], [21.21377, 11.65640, 10.96526], [21.64592, 12.86886, 9.92844], [19.79504, 12.32053, 9.41538], [19.53036, 13.68121, 10.01424], [20.61480, 14.49095, 9.87526], [20.69705, 15.56970, 10.79642], [19.32040, 7.43755, 8.51828], [21.12780, 7.38984, 8.18460], [20.06049, 8.29437, 7.09854], [22.35646, 9.03698, 8.55213], [22.02060, 9.29905, 10.27554], [21.63583, 11.25591, 7.97795], [23.00648, 11.32084, 9.12798], [19.15937, 11.57911, 9.87086], [19.81531, 12.24667, 8.35507], [19.22021, 13.65103, 11.11918], [18.57719, 14.07838, 9.50542], [21.35010, 15.25251, 11.68134], [19.66500, 15.81936, 11.17583], [21.09693, 16.45696, 10.27866], [16.12191, 14.03860, 11.17350], [16.93515, 15.10364, 11.08436], [14.83856, 14.49480, 11.19596], [16.16665, 13.26946, 10.06385], [16.45274, 13.15020, 12.70789], [15.70451, 11.97097, 12.58564], [17.90949, 12.90638, 12.81572], [16.03380, 14.08411, 13.71312], [14.38337, 14.66000, 18.43131], [15.59683, 13.98990, 18.44994], [13.54382, 13.70645, 18.11814], [14.15276, 15.05173, 19.68354], [14.33807, 16.09184, 17.25766], [13.04725, 16.67984, 17.48763], [15.50306, 16.90473, 17.67160], [14.49261, 15.50573, 15.92644], [19.03480, 20.64676, 16.47360], [19.37338, 21.92005, 16.73678], [17.63328, 20.57829, 16.46818], [19.43177, 20.46015, 15.16968], [19.76407, 19.33875, 17.54551], [19.41955, 18.15010, 16.76578], [21.15000, 19.63300, 17.52871], [19.08039, 19.50558, 18.78297], [24.27610, 11.81690, 13.74311], [24.91926, 12.92367, 13.35638], [24.51003, 10.88906, 12.81049], [24.76501, 11.30562, 14.88754], [22.42507, 12.25616, 13.91414], [21.98584, 12.49173, 12.52826], [21.88178, 11.03318, 14.48855], [22.48128, 13.46917, 14.69906]]
}